# 1
Entry from the OMol25 dataset: a cluster of 2 separate species, ClH3OSi in total (ωB97M-V/def2-TZVPD).

The geometry in XYZ format:
```
6
Properties=species:S:1:pos:R:3:lowdin_charge:R:1
O -0.25 1.95 0.09 -0.3884
Si -0.31 -0.85 -0.16 0.3773
Cl 1.46 -1.37 0.41 0.3135
H 0.62 2.22 0.05 -0.1619
H -0.55 -1.44 -1.50 -0.0687
H -0.96 -0.52 1.12 -0.0718
```

Kohn-Sham gap (spin up / spin down) = 7.698 / 7.699 eV
energy above the lowest of the compared OMol25 structures with the same formula, charge and spin = 117.5 kcal per mole
HOMO (spin up / spin down) = -8.901 / -8.901 eV

***

# 2
Entry from the OMol25 dataset: the ion C5HN2O2 with charge -1 (ωB97M-V/def2-TZVPD).

The geometry in XYZ format:
```
10
Properties=species:S:1:pos:R:3:lowdin_charge:R:1
C -0.01 2.07 1.16 -0.2733
C -0.49 -0.43 0.22 -0.2146
C -0.34 1.07 0.32 -0.1627
C 1.27 -2.01 -0.59 -0.3515
C -0.84 0.60 -0.84 -0.4083
N 0.25 2.97 1.86 0.0630
N 0.66 -1.25 0.08 0.1648
O 2.02 -2.79 -1.06 0.0849
O -1.28 0.71 -1.98 -0.0193
H -1.24 -0.94 0.83 0.1171
```

SMILES string = N#CC1=C([O-])[C@H]1N=C=O
Kohn-Sham gap = 7.753 eV
energy above the lowest of the compared OMol25 structures with the same formula, charge and spin = 0.0 kcal per mole
charge = -1
HOMO = -4.185 eV

***

# 3
Entry from the OMol25 dataset: a structure of composition C3H11N3O (ωB97M-V/def2-TZVPD).

The geometry in XYZ format:
```
18
Properties=species:S:1:pos:R:3:lowdin_charge:R:1
C 0.41 -0.09 0.43 -0.4845
C -0.54 0.22 -0.62 -0.3588
C 0.03 -0.21 1.87 -0.0172
N -1.42 -1.32 -0.58 0.0082
N 0.03 0.15 -1.95 0.0421
N 0.78 1.77 0.01 0.0198
O 1.43 -0.89 0.05 0.0375
H 1.44 -0.83 -0.93 0.1073
H -1.37 0.88 -0.39 0.1309
H -2.01 -1.37 0.25 0.0183
H -0.79 -2.13 -0.55 0.0261
H -0.61 -0.37 -2.54 0.0824
H 0.20 1.08 -2.29 0.0827
H 0.86 2.20 0.93 0.0157
H 1.72 1.66 -0.35 0.0218
H 0.86 0.12 2.48 0.0887
H -0.84 0.40 2.08 0.0905
H -0.18 -1.25 2.11 0.0883
```

Kohn-Sham gap = 9.304 eV
energy above the lowest of the compared OMol25 structures with the same formula, charge and spin = 76.5 kcal per mole
HOMO = -8.358 eV

***

# 4
Entry from the OMol25 dataset: the molecule C7H17NSi (ωB97M-V/def2-TZVPD).

The geometry in XYZ format:
```
26
Properties=species:S:1:pos:R:3:lowdin_charge:R:1
C 1.02 -0.37 0.75 -0.1538
C 1.68 -1.48 1.04 -0.4638
C 2.78 -1.59 2.03 -0.0847
C 1.24 -2.84 0.56 -0.0855
C -2.74 1.99 -0.71 -0.1704
C -0.33 2.63 -1.30 -0.0807
C -1.31 1.75 -0.32 -0.4673
N -1.44 -1.16 -0.96 -0.0839
Si -0.86 -0.05 0.24 0.6221
H 1.42 0.53 1.17 0.0396
H 3.07 -0.59 2.31 0.0709
H 2.60 -2.22 2.84 0.0527
H 3.73 -2.10 1.62 0.1070
H 1.01 -3.46 1.46 0.0874
H 2.09 -3.37 0.05 0.0912
H 0.38 -2.66 -0.16 0.0598
H -3.18 2.97 -0.37 0.0893
H -2.87 2.25 -1.76 0.0578
H -3.43 1.14 -0.53 0.0648
H 0.61 2.21 -1.14 0.0251
H -0.48 3.63 -0.97 0.0519
H -0.68 2.69 -2.37 0.0819
H -1.16 2.34 0.53 0.0503
H -1.48 -0.93 -1.90 -0.0031
H -1.64 -2.16 -0.85 0.0426
H -1.39 -0.10 1.64 -0.0012
```

SMILES string = CC(C)=C[Si@H](N)C(C)C
Kohn-Sham gap = 9.718 eV
energy above the lowest of the compared OMol25 structures with the same formula, charge and spin = 36.3 kcal per mole
HOMO = -8.888 eV

***

# 5
Entry from the OMol25 dataset: a structure of composition C21H39CoNP2 (ωB97M-V/def2-TZVPD).

The geometry in XYZ format:
```
64
Properties=species:S:1:pos:R:3:mulliken_spin:R:1
P 1.56 2.30 0.55 0.0382
P 0.47 -2.91 0.17 0.1754
C -1.24 -1.61 0.03 0.7758
C -1.39 -3.05 0.41 0.0551
H -1.22 -1.34 -1.05 -0.0907
H -1.79 -0.91 0.72 -0.1196
H -1.64 -3.20 1.48 -0.0002
H -2.08 -3.64 -0.20 0.0064
C 0.77 -3.35 -1.57 0.0511
H 1.74 -3.87 -1.62 -0.0059
H 0.89 -2.47 -2.22 -0.0030
H 0.03 -4.03 -2.04 0.0006
C 0.85 -4.16 1.43 0.1614
H 0.31 -5.05 1.16 -0.0094
H 0.58 -3.79 2.41 0.0060
H 1.92 -4.37 1.38 -0.0169
C 1.33 3.32 -1.03 0.0011
H 2.20 4.00 -1.19 -0.0006
H 0.36 3.88 -1.03 -0.0024
H 1.28 2.57 -1.87 -0.0010
C 0.68 3.18 1.98 -0.0093
H 0.25 2.38 2.59 0.0015
H -0.14 3.85 1.66 -0.0010
H 1.41 3.73 2.59 -0.0009
Co -1.01 0.52 -0.29 1.1096
C -3.89 -0.52 -0.34 -0.0227
C -3.43 -0.59 -1.65 0.0194
C -3.47 0.41 -2.72 -0.0052
C -3.16 1.83 -2.16 0.0102
C -1.94 1.72 -1.24 0.0034
C -2.19 1.70 0.20 -0.0687
C -3.61 1.66 0.82 0.0226
C -4.64 0.66 0.24 0.0011
C 3.27 2.80 0.96 0.0078
H -4.03 -1.47 0.18 0.0077
H -3.13 -1.59 -1.97 0.0015
H -4.42 0.44 -3.25 0.0002
H -2.71 0.08 -3.45 -0.0045
H -2.97 2.53 -3.01 -0.0002
H -4.05 2.18 -1.59 0.0017
H -0.99 2.18 -1.67 -0.0429
H -1.42 2.15 0.85 -0.0387
H -4.02 2.67 0.67 -0.0055
H -3.45 1.51 1.92 -0.0039
H -5.21 0.29 1.09 0.0002
H -5.34 1.11 -0.46 -0.0006
H 3.76 1.86 1.29 0.0007
H 3.46 3.60 1.73 0.0008
H 3.77 3.12 0.03 0.0005
C 1.99 -0.99 2.85 0.0224
C 2.81 -0.88 1.64 0.3125
C 4.14 -1.39 1.50 0.1340
C 4.50 -1.17 0.18 0.1755
C 3.37 -0.55 -0.45 0.2736
C 3.28 -0.19 -1.87 0.0181
N 2.39 -0.31 0.47 -0.0232
H 2.62 -1.01 3.74 0.0088
H 1.42 -1.92 2.83 0.0286
H 1.28 -0.17 2.98 0.0021
H 4.67 -1.90 2.31 0.0005
H 5.40 -1.46 -0.33 -0.0007
H 3.91 0.65 -2.15 0.0288
H 3.61 -1.04 -2.47 0.0177
H 2.26 0.05 -2.14 -0.0047
```

Kohn-Sham gap (spin up / spin down) = 6.392 / 4.607 eV
energy above the lowest of the compared OMol25 structures with the same formula, charge and spin = 111.3 kcal per mole
<S²> = 3.83
2S+1 = 4
HOMO (spin up / spin down) = -5.778 / -6.123 eV

***

# 6
Entry from the OMol25 dataset: the ion C21H21N2O5S with charge -1 (ωB97M-V/def2-TZVPD).

The geometry in XYZ format:
```
50
Properties=species:S:1:pos:R:3:lowdin_charge:R:1
C 2.93 -0.25 1.51 -0.0521
C 3.15 0.32 0.11 -0.2310
H 3.17 1.41 0.16 0.1290
H 4.10 -0.03 -0.31 0.1142
O 2.07 0.04 -0.76 -0.0509
C 1.86 -1.21 -1.24 -0.1990
C 0.68 -1.41 -1.95 0.0028
C 0.39 -2.68 -2.51 -0.0916
C -0.80 -2.94 -3.22 -0.0075
C -1.05 -4.18 -3.74 -0.0792
C -0.13 -5.23 -3.57 -0.0967
C 1.03 -5.01 -2.89 -0.0486
C 1.32 -3.74 -2.34 -0.1711
C 2.51 -3.50 -1.64 -0.0228
C 2.78 -2.27 -1.10 -0.0079
H 3.71 -2.11 -0.58 0.1036
H 3.22 -4.30 -1.52 0.1118
H 1.74 -5.81 -2.75 0.1059
H -0.35 -6.20 -3.99 0.0956
H -1.97 -4.36 -4.28 0.1000
H -1.51 -2.14 -3.37 0.1081
C -0.27 -0.26 -2.16 -0.4274
O -0.72 0.02 -3.26 0.0671
N -0.58 0.40 -1.03 0.1138
C -1.43 1.55 -0.99 -0.1516
H -1.95 1.63 -1.94 0.1569
C -2.31 1.68 0.27 -0.4260
N -1.73 2.97 0.51 -0.0024
C -0.80 2.88 -0.48 -0.3978
O 0.12 3.57 -0.82 0.0816
C -1.78 3.44 1.85 -0.1671
H -1.08 4.27 1.99 0.1548
C -1.37 2.23 2.73 -0.6844
C -2.13 2.19 4.05 -0.1039
H -3.19 2.05 3.87 0.0813
H -1.99 3.13 4.57 0.0881
H -1.77 1.37 4.67 0.0737
C 0.14 2.22 2.95 -0.1101
H 0.42 3.06 3.58 0.0857
H 0.66 2.30 2.00 0.0699
H 0.44 1.30 3.45 0.0651
S -1.81 0.71 1.74 0.9837
C -3.28 3.99 2.20 -0.7161
O -3.28 4.90 3.02 -0.0326
O -4.19 3.41 1.61 -0.0199
H -3.40 1.67 0.18 0.1050
H -0.17 0.13 -0.15 0.0952
H 3.74 0.06 2.16 0.0787
H 1.99 0.11 1.91 0.0582
H 2.89 -1.34 1.49 0.0681
```

SMILES string = CCOc1ccc2ccccc2c1C(=O)N[C@@H]1C(=O)N2[C@@H]1SC(C)(C)[C@@H]2C(=O)[O-]
Kohn-Sham gap = 7.030 eV
energy above the lowest of the compared OMol25 structures with the same formula, charge and spin = 0.0 kcal per mole
charge = -1
HOMO = -4.782 eV

***

# 7
Entry from the OMol25 dataset: a structure of composition C6H10AgO6 (ωB97M-V/def2-TZVPD).

The geometry in XYZ format:
```
23
Properties=species:S:1:pos:R:3:mulliken_spin:R:1
O -1.38 -1.01 -1.15 0.0000
C -1.95 -0.29 -0.21 -0.0004
O -2.38 -0.91 0.85 -0.0001
C -1.46 -1.51 1.79 -0.0003
C -1.57 -0.80 3.13 0.0005
C -1.28 0.70 3.11 -0.0018
C 0.08 1.09 2.59 0.0013
O 1.08 0.41 3.46 0.0478
C 2.26 0.19 3.08 -0.0496
O 2.69 0.63 1.95 0.9342
O 3.02 -0.52 3.82 0.0612
H -0.44 -1.51 1.38 -0.0002
H -1.79 -2.55 1.88 0.0000
H -0.88 -1.31 3.82 -0.0001
H -2.58 -0.95 3.52 0.0000
H -1.41 1.11 4.12 0.0016
H -2.01 1.23 2.48 0.0004
H 0.28 2.17 2.69 0.0035
H 0.27 0.77 1.56 0.0050
H 3.93 -0.65 3.49 -0.0030
Ag -3.55 2.38 0.57 0.0000
O -2.46 0.79 -0.55 0.0000
H -1.76 -0.57 -2.00 0.0000
```

Kohn-Sham gap (spin up / spin down) = 9.914 / 5.691 eV
energy above the lowest of the compared OMol25 structures with the same formula, charge and spin = 0.0 kcal per mole
<S²> = 0.75
charge = +2
2S+1 = 2
HOMO (spin up / spin down) = -18.074 / -18.074 eV

***

# 8
Entry from the OMol25 dataset: the ion C5H20N4Si with charge +2 (ωB97M-V/def2-TZVPD).

The geometry in XYZ format:
```
30
Properties=species:S:1:pos:R:3:lowdin_charge:R:1
C -0.15 4.02 -0.65 0.0194
C 0.71 2.86 -2.64 0.0041
C -0.20 -3.27 0.02 0.0236
C -1.07 -3.64 2.16 0.0001
C 0.18 -0.24 1.22 -0.2534
N 0.53 1.75 -0.41 -0.1368
N 0.21 -1.63 1.69 -0.0347
N 0.04 2.66 -1.36 -0.2443
N -0.72 -2.62 1.24 -0.1948
Si 0.77 0.04 -0.60 0.6773
H -0.49 3.96 0.37 0.0995
H 0.81 4.59 -0.56 0.1325
H -0.86 4.66 -1.14 0.1050
H 0.69 4.02 -2.86 0.1605
H 1.69 2.44 -2.57 0.1014
H 0.19 2.39 -3.46 0.0993
H 0.73 -3.76 0.29 0.1329
H -0.99 -3.79 -0.49 0.1325
H 0.02 -2.61 -0.72 0.0226
H -0.07 -4.09 2.48 0.1505
H -1.56 -3.37 3.07 0.1143
H -1.48 -4.59 1.95 0.1116
H -0.83 0.07 1.49 0.0971
H 1.29 2.13 0.08 0.0891
H 0.35 -1.74 2.63 0.0964
H -1.02 2.50 -1.55 0.2307
H -1.53 -2.16 0.88 0.1805
H 0.81 0.27 1.89 0.0863
H 2.14 -0.71 -0.78 0.0176
H -0.21 -0.14 -1.65 -0.0208
```

SMILES string = C[NH+](C)NC[SiH2]N[NH+](C)C
Kohn-Sham gap = 11.012 eV
energy above the lowest of the compared OMol25 structures with the same formula, charge and spin = 63.5 kcal per mole
charge = +2
HOMO = -16.844 eV

***

Number 1: F_max 5.0 eV/A. Number 2: F_max 2.1 eV/A. Number 3: F_max 6.7 eV/A. Number 4: F_max 3.6 eV/A. Number 5: F_max 6.1 eV/A. Number 6: F_max 1.8 eV/A. Number 7: F_max 3.5 eV/A. Number 8: F_max 5.2 eV/A.